Molecular formula: C15H13CrF3NO5
Method: DFT, ωB97M-V/def2-TZVPD

ORCA input file:
```
! wB97M-V def2-TZVPD RIJCOSX def2/J DEFGRID3
* xyz -2 2
Cr 0.903 1.304 -0.916
O -2.728 3.280 -1.179
C -1.828 2.525 -0.809
O -0.801 2.199 -1.494
C -1.999 1.820 0.551
C -1.833 0.304 0.337
C -2.472 -0.488 1.479
C -1.471 -0.214 2.629
C -0.426 0.651 1.919
O -0.432 0.118 0.587
C -0.952 2.076 1.689
C 0.249 3.006 1.424
O 0.323 4.044 2.081
O 1.141 2.573 0.616
H -2.997 2.067 0.913
H -2.052 -0.038 -0.672
H -2.501 -1.549 1.229
H -3.487 -0.151 1.694
H -1.026 -1.140 2.996
H -1.919 0.312 3.473
H 0.587 0.600 2.310
H -1.462 2.469 2.569
F 2.107 2.021 -3.546
C 2.143 2.374 -2.204
F 1.914 3.737 -2.243
F 3.505 2.305 -1.919
N 1.448 -0.274 -1.348
C 1.447 -1.596 -1.232
C 2.010 -2.273 -0.109
C 2.014 -3.650 -0.014
C 1.469 -4.454 -1.016
C 0.913 -3.820 -2.129
C 0.896 -2.444 -2.241
H 2.443 -1.667 0.679
H 2.453 -4.114 0.867
H 1.479 -5.535 -0.934
H 0.478 -4.415 -2.928
H 0.463 -1.963 -3.110
*
```

**Frontier orbital gap (spin up / spin down)**: 0.199 / 0.209 Eh
**Calculated total energy**: -2354.4841 a.u.
**Energy relative to the best compared isomer or geometry (same formula, charge and spin)**: 0.00 kcal per mole
**Molecular weight**: 396.26 g mol⁻¹
**Expectation value of S²**: 0.764

Löwdin population analysis, charges in e, atoms 1 to 5:
1. Cr 0.77
2. O 0.00
3. C -0.60
4. O -0.09
5. C -0.10